{"formula": "C31H46N5O9S2SiTi", "method": "ωB97M-V/def2-TZVPD", "elements": ["Ti", "N", "C", "S", "N", "N", "C", "C", "C", "C", "C", "C", "C", "O", "H", "H", "H", "H", "H", "H", "H", "O", "C", "O", "C", "C", "C", "C", "C", "O", "C", "C", "O", "O", "H", "H", "H", "H", "H", "H", "H", "H", "C", "C", "C", "C", "O", "Si", "S", "O", "C", "C", "C", "C", "O", "C", "C", "C", "C", "H", "H", "H", "H", "H", "H", "H", "H", "H", "H", "H", "H", "H", "H", "H", "H", "H", "H", "H", "H", "H", "H", "H", "H", "H", "H", "H", "N", "C", "C", "N", "C", "H", "H", "H", "H"], "positions_angstrom": [[0.3869, 2.3559, -3.0702], [4.2113, 4.4273, -2.2720], [3.2800, 3.5110, -2.7326], [2.2108, 4.0362, -4.0030], [3.2944, 2.3381, -2.1855], [2.3024, 1.5310, -2.7211], [2.5877, 0.2932, -2.8677], [1.7982, -0.5866, -3.6922], [2.1038, -1.9527, -3.7222], [1.5542, -2.8044, -4.6572], [0.7075, -2.2742, -5.6333], [0.3945, -0.9325, -5.6342], [0.8754, -0.0578, -4.6411], [0.4823, 1.1860, -4.6377], [4.4216, 5.1644, -2.9222], [5.0021, 4.0019, -1.8112], [3.5375, -0.0698, -2.4761], [2.7980, -2.3311, -2.9791], [1.7893, -3.8616, -4.6451], [0.2863, -2.9219, -6.3945], [-0.2787, -0.5175, -6.3751], [-3.5564, 3.7108, -3.9904], [-2.6965, 2.9277, -3.5948], [-1.4385, 3.1735, -3.5933], [-3.1949, 1.5490, -3.1103], [-2.7401, 0.3716, -4.0103], [-3.7893, -0.7479, -3.9125], [-3.5433, -1.2419, -2.4607], [-2.3099, -0.4041, -2.0626], [-1.6482, -0.2137, -3.3098], [-2.7602, 1.0228, -1.7070], [-1.6331, 1.7953, -1.0248], [-1.8937, 2.5281, -0.0826], [-0.4452, 1.5739, -1.5014], [-4.2804, 1.6271, -3.1385], [-2.4201, 0.6543, -5.0109], [-4.8074, -0.3989, -4.0894], [-3.5537, -1.5301, -4.6358], [-4.3898, -1.0519, -1.7982], [-3.3180, -2.3078, -2.4278], [-1.6281, -0.8549, -1.3453], [-3.6095, 1.0314, -1.0270], [1.4732, 1.3037, 5.5234], [1.5284, -0.0829, 4.8841], [2.9470, -0.3719, 4.3961], [1.0988, -1.1491, 5.8950], [0.5946, -0.0656, 3.8253], [0.6489, -0.8524, 2.3496], [1.9025, -0.1336, 0.9409], [-0.9326, -0.8287, 1.8435], [-2.1528, -0.7378, 2.5461], [-2.1563, -1.6582, 3.7683], [-3.2330, -1.1865, 1.5633], [-2.4045, 0.7131, 2.9546], [0.9399, -2.4336, 2.8761], [1.2464, -3.5665, 2.0798], [0.4463, -3.5729, 0.7767], [0.8648, -4.7810, 2.9255], [2.7448, -3.5862, 1.7807], [2.1430, 1.3676, 6.3851], [0.4537, 1.5204, 5.8490], [1.7666, 2.0536, 4.7877], [3.6533, -0.2977, 5.2276], [3.2257, 0.3286, 3.6089], [3.0005, -1.3761, 3.9711], [1.8074, -1.2089, 6.7262], [1.0464, -2.1131, 5.3884], [0.1102, -0.9090, 6.2944], [-1.9771, -2.6898, 3.4585], [-3.1206, -1.6042, 4.2814], [-1.3649, -1.3662, 4.4587], [-3.0281, -2.2048, 1.2250], [-3.2280, -0.5270, 0.6968], [-4.2234, -1.1567, 2.0260], [-1.6527, 1.0285, 3.6781], [-3.4001, 0.8174, 3.3963], [-2.3347, 1.3528, 2.0713], [-0.6211, -3.4944, 0.9935], [0.6310, -4.4967, 0.2224], [0.7325, -2.7215, 0.1567], [-0.2073, -4.7684, 3.1329], [1.3988, -4.7510, 3.8780], [1.1161, -5.7097, 2.4067], [3.0109, -2.6747, 1.2437], [3.0090, -4.4603, 1.1788], [3.3080, -3.6212, 2.7174], [0.7566, 4.6391, 0.6589], [0.3891, 5.7402, -0.0861], [0.3061, 5.2974, -1.3690], [0.5917, 3.9564, -1.4063], [0.8503, 3.5849, -0.1724], [0.8383, 4.5838, 1.6576], [0.2227, 6.7061, 0.3559], [0.0587, 5.8369, -2.2662], [1.0859, 2.5786, 0.1450]], "forces_ev_per_a": [[-0.508, 0.835, -0.076], [0.013, -0.105, 0.121], [-0.106, 0.083, -0.285], [-0.060, 0.111, -0.048], [0.224, -0.015, 0.131], [0.276, -0.274, 0.296], [0.160, 0.265, 0.143], [-0.223, -0.233, -0.342], [0.024, 0.108, 0.062], [0.022, -0.103, 0.004], [0.007, 0.134, 0.055], [-0.129, -0.132, -0.101], [0.045, 0.009, 0.155], [0.042, -0.197, -0.055], [-0.014, -0.014, -0.010], [0.006, 0.031, -0.004], [-0.019, 0.003, 0.038], [-0.002, -0.014, 0.000], [0.007, 0.010, 0.006], [-0.007, -0.003, -0.003], [0.014, 0.018, 0.008], [-0.045, 0.062, -0.094], [-0.123, -0.061, 0.097], [0.312, -0.127, 0.047], [0.113, 0.042, -0.050], [-0.045, -0.015, 0.045], [0.039, -0.007, -0.009], [0.007, 0.023, -0.008], [-0.081, 0.012, -0.012], [0.025, -0.014, -0.022], [0.177, -0.030, 0.014], [-0.212, 0.114, 0.022], [0.112, -0.061, -0.017], [-0.123, -0.423, -0.103], [-0.004, 0.024, -0.017], [-0.017, -0.010, -0.006], [0.003, 0.013, 0.002], [-0.024, -0.012, 0.001], [0.006, -0.016, 0.000], [0.009, -0.003, -0.014], [0.005, -0.017, -0.002], [-0.017, 0.017, 0.060], [0.003, -0.023, -0.012], [0.113, 0.015, 0.082], [0.009, -0.023, -0.029], [-0.014, 0.039, -0.040], [-0.093, 0.019, 0.008], [0.019, -0.070, -0.161], [0.092, 0.035, 0.026], [0.091, 0.074, -0.067], [-0.163, -0.069, 0.115], [0.008, 0.014, -0.005], [0.030, -0.006, 0.030], [0.040, -0.013, -0.085], [-0.049, 0.099, 0.000], [-0.012, -0.092, 0.002], [0.005, 0.036, 0.038], [0.003, 0.023, -0.012], [-0.033, 0.029, 0.006], [0.002, -0.001, 0.009], [-0.005, 0.002, -0.003], [0.008, 0.009, -0.002], [0.006, 0.002, 0.028], [0.012, 0.004, 0.013], [0.026, 0.046, 0.029], [0.004, -0.003, 0.001], [0.009, -0.023, 0.025], [0.002, -0.008, 0.004], [0.005, -0.025, 0.007], [-0.014, 0.002, 0.005], [-0.064, -0.027, -0.016], [-0.007, -0.005, -0.004], [-0.019, 0.026, -0.041], [0.005, 0.003, -0.004], [0.004, 0.010, 0.010], [-0.004, 0.013, 0.021], [-0.012, 0.005, 0.053], [0.006, -0.008, -0.010], [0.013, -0.010, -0.010], [-0.019, -0.002, -0.017], [-0.004, -0.005, -0.002], [0.009, -0.003, -0.003], [-0.008, -0.015, 0.006], [0.028, -0.012, 0.001], [0.003, -0.010, -0.008], [0.007, -0.001, -0.004], [0.016, -0.067, 0.090], [-0.005, 0.061, -0.056], [0.011, -0.020, 0.061], [0.058, -0.109, -0.021], [-0.004, 0.071, -0.097], [0.008, -0.015, -0.033], [0.000, 0.002, -0.004], [-0.006, 0.000, -0.010], [-0.007, -0.003, 0.057]], "mulliken_charge": [-0.02, -0.53, 0.58, -0.56, -1.23, 1.57, -0.67, 0.23, -0.63, -0.73, -0.55, -0.28, 0.94, -0.90, 0.22, 0.26, 0.25, 0.39, 0.37, 0.36, 0.41, -0.82, -0.19, -0.34, 0.16, 0.08, -1.19, -0.92, -0.49, -0.30, -0.31, -0.15, -0.82, 0.35, 0.49, 0.58, 0.45, 0.26, 0.37, 0.50, 0.96, 0.81, -1.86, 1.87, -1.41, -1.62, 0.08, -0.64, -0.87, 0.36, 1.97, -1.50, -1.59, -1.18, 0.27, 1.91, -1.40, -1.90, -1.69, 0.40, 0.34, 0.36, 0.53, 0.28, 0.10, 0.50, 0.10, 0.31, 0.22, 0.52, 0.02, 0.39, 0.05, 0.45, 0.06, 0.41, 0.05, 0.12, 0.60, 0.22, 0.35, 0.36, 0.37, 0.23, 0.48, 0.33, 0.04, -0.65, -0.92, 0.77, -0.96, 0.25, 0.40, 0.42, 0.71], "lumo_ev": [4.30, 4.30], "spin_multiplicity": 2, "total_energy_ha": -4095.63778, "homo_energy_ev": [-2.18, -2.25], "gap_ha": [0.2382, 0.2406], "charge": -2}